Entry 1:
The following is a quantum chemistry calculation of C3H2O3S as an isolated structure, from OMol25.

Values from the calculation:
- energy relative to the best compared isomer or geometry (same formula, charge and spin) (kcal per mole) = 171.4
- charge = 0
- F_max (eV Å⁻¹) = 8.13
- HOMO-LUMO gap (Eh) = 0.348
- E_LUMO (eV) = -1.4

Last column: natural (NBO) charge in e.
Atoms and positions in Å:
1 C -0.722 0.155 -0.850  -0.055
2 C 0.237 -0.229 -1.790  -0.183
3 C -0.952 0.689 0.506  -0.175
4 O 2.364 -0.263 -0.402  -0.837
5 O 0.666 -1.899 0.260  -0.878
6 O 0.398 0.558 1.015  -0.633
7 S 1.034 -0.575 -0.114  2.292
8 H -1.432 1.657 0.579  0.247
9 H -1.593 -0.093 0.796  0.221

Forces on the atoms, in the same order (eV/Å):
5.60 -0.48 -5.87
-5.75 2.08 4.39
0.06 -0.55 -1.27
1.62 1.05 0.55
0.08 0.29 0.72
0.09 -0.80 -1.07
-1.18 -1.16 0.32
0.48 0.26 0.15
-0.99 -0.70 2.09

***

Entry 2:
The following is a quantum chemistry calculation of a 2-piece molecular cluster, C5H10FNS overall, from OMol25.

Values from the calculation:
- <S²> = 2.008
- 2S+1 = 3
- charge = 0
- F_max (eV Å⁻¹) = 4.70
- HOMO-LUMO gap (alpha / beta) (Eh) = 0.316 / 0.254
- E_LUMO (alpha / beta) (eV) = -0.2 / -2.5

Last column: natural (NBO) charge in e.
Atoms and positions in Å:
1 C -1.540 0.425 0.938  -0.406
2 C -1.129 1.217 -0.373  -0.414
3 C -0.392 -0.553 1.135  -0.428
4 C 0.035 0.484 -0.971  -0.432
5 C 0.059 -0.928 -0.252  -0.090
6 N 1.157 -1.684 -0.608  -0.459
7 F 4.039 0.229 -1.082  -0.459
8 S 3.201 0.083 0.357  0.499
9 H -1.573 1.102 1.773  0.217
10 H -2.529 -0.031 0.769  0.209
11 H -2.022 1.346 -1.006  0.218
12 H -0.863 2.378 -0.213  0.209
13 H 0.512 0.028 1.344  0.184
14 H -0.405 -1.428 1.737  0.219
15 H -0.023 0.336 -2.061  0.225
16 H 1.034 0.925 -0.915  0.202
17 H -0.938 -1.464 -0.732  0.196
18 H 1.376 -2.463 0.161  0.311

Forces on the atoms, in the same order (eV/Å):
0.34 0.40 -0.62
-0.37 3.00 0.88
1.66 0.56 -0.98
0.54 -1.72 -1.44
-3.79 0.61 -2.72
1.16 -2.76 1.78
-1.05 -0.24 1.70
1.32 0.43 -1.49
-0.41 0.19 0.40
0.47 -0.06 0.28
0.49 -0.58 -0.13
-0.38 -2.57 0.22
-0.12 0.30 1.33
-0.66 -0.48 1.00
-0.37 -0.05 0.27
-0.17 0.37 0.72
2.01 0.59 0.63
-0.67 2.00 -1.83

***

Entry 3:
The following is a quantum chemistry calculation of C20H27NO6SSiW as an isolated structure, from OMol25.

Values from the calculation:
- energy relative to the best compared isomer or geometry (same formula, charge and spin) (kcal per mole) = 14.8
- charge = +2
- F_max (eV Å⁻¹) = 0.70
- HOMO-LUMO gap (Eh) = 0.254
- E_LUMO (eV) = -7.5

Last column: natural (NBO) charge in e.
Atoms and positions in Å:
1 W 0.157 -0.375 0.148  2.093
2 O -1.051 0.123 -2.638  -0.644
3 C -0.821 0.613 -1.402  0.381
4 O -1.611 0.234 -0.364  -0.604
5 C -0.291 2.014 -1.298  -0.142
6 O 0.448 1.907 -0.047  -0.518
7 C 1.833 2.276 -0.170  -0.192
8 C 2.587 1.120 -0.817  0.753
9 O 3.668 1.156 -1.291  -0.456
10 O 1.856 -0.030 -0.704  -0.743
11 H -1.799 -0.489 -2.632  0.507
12 H 0.359 2.256 -2.137  0.240
13 H -1.071 2.767 -1.183  0.246
14 H 1.936 3.188 -0.754  0.252
15 H 2.217 2.458 0.834  0.250
16 C 1.946 -1.935 1.694  -1.190
17 Si 1.069 -0.873 2.979  1.753
18 C 0.208 -2.025 4.172  -1.137
19 C 2.344 0.287 3.686  -1.136
20 N -0.150 0.078 1.963  -0.909
21 C -0.910 1.109 2.626  0.162
22 C -1.734 2.017 1.955  -0.220
23 C -2.476 2.943 2.671  -0.188
24 C -2.414 2.990 4.054  -0.164
25 C -1.605 2.090 4.728  -0.173
26 C -0.861 1.161 4.023  -0.250
27 H 2.896 -2.120 2.211  0.311
28 H 2.312 -1.528 0.746  0.281
29 H 1.493 -2.905 1.504  0.247
30 H 0.840 -2.901 4.338  0.264
31 H -0.747 -2.369 3.770  0.253
32 H 0.014 -1.581 5.147  0.270
33 H 3.099 -0.315 4.201  0.273
34 H 1.975 1.027 4.392  0.272
35 H 2.860 0.817 2.881  0.248
36 H -1.823 2.011 0.888  0.215
37 H -3.110 3.638 2.137  0.236
38 H -2.994 3.718 4.603  0.243
39 H -1.554 2.107 5.808  0.239
40 H -0.262 0.470 4.595  0.214
41 C -2.486 -3.520 -0.588  -0.791
42 S -1.043 -3.394 0.453  1.266
43 O -0.264 -2.213 -0.298  -0.894
44 C -0.126 -4.832 0.080  -0.340
45 C 0.198 -5.625 1.179  -0.172
46 C 0.896 -6.804 0.965  -0.193
47 C 1.271 -7.154 -0.323  -0.120
48 C 0.957 -6.341 -1.412  -0.198
49 C 0.247 -5.174 -1.220  -0.129
50 H -2.191 -3.708 -1.618  0.263
51 H -3.061 -2.601 -0.486  0.269
52 H -3.059 -4.361 -0.194  0.284
53 H -0.100 -5.332 2.179  0.239
54 H 1.146 -7.441 1.801  0.252
55 H 1.821 -8.071 -0.487  0.251
56 H 1.265 -6.627 -2.407  0.252
57 H 0.004 -4.533 -2.059  0.227

Forces on the atoms, in the same order (eV/Å):
-0.05 0.21 -0.67
0.07 0.02 0.07
-0.01 -0.15 0.00
-0.16 -0.02 0.26
-0.13 0.01 -0.02
0.02 0.18 -0.12
0.02 -0.01 -0.08
0.11 -0.05 0.06
-0.09 0.13 0.00
0.02 -0.10 0.42
-0.05 0.00 -0.02
0.04 0.01 0.03
0.04 0.03 -0.05
0.00 -0.01 -0.01
-0.02 -0.05 0.00
0.16 -0.08 -0.08
-0.02 0.08 0.19
0.08 0.07 -0.17
-0.07 -0.13 -0.16
0.01 0.19 0.04
0.07 -0.13 0.16
0.02 0.00 0.11
0.01 -0.01 -0.05
-0.04 0.04 0.03
0.03 -0.03 0.01
-0.11 0.13 -0.03
-0.04 -0.10 0.06
0.00 -0.08 0.03
0.06 -0.06 0.08
0.02 0.01 -0.02
0.00 0.01 -0.01
0.01 0.02 0.01
-0.01 0.00 0.00
-0.08 -0.02 0.00
0.00 -0.02 0.01
0.01 -0.01 -0.05
0.00 -0.01 -0.02
0.00 0.00 -0.01
0.01 -0.01 0.00
0.03 -0.03 -0.01
0.02 -0.06 0.08
-0.07 -0.17 -0.14
0.07 0.06 0.01
0.02 -0.01 0.04
-0.02 0.04 0.06
-0.01 0.02 0.00
0.01 -0.01 -0.03
0.02 -0.05 0.03
-0.08 0.14 -0.03
0.03 0.00 0.01
0.03 0.02 0.03
-0.01 0.00 -0.03
0.01 -0.01 0.00
0.00 0.00 0.00
0.00 0.00 0.00
0.00 0.01 -0.01
0.01 -0.02 0.00

***

Entry 4:
The following is a quantum chemistry calculation of a 5-piece molecular cluster, C2H15N2O4 overall, from OMol25.

Values from the calculation:
- energy relative to the best compared isomer or geometry (same formula, charge and spin) (kcal per mole) = 43.9
- <S²> = 0.785
- 2S+1 = 2
- charge = +2
- F_max (eV Å⁻¹) = 1.91
- HOMO-LUMO gap (alpha / beta) (Eh) = 0.281 / 0.121
- E_LUMO (alpha / beta) (eV) = -9.3 / -13.7

Last column: natural (NBO) charge in e.
Atoms and positions in Å:
1 C -0.915 3.346 -0.627  -0.492
2 N -0.486 2.042 -0.255  -0.199
3 C -1.206 0.937 -0.533  0.327
4 N -0.649 -0.233 -0.299  -0.454
5 H -0.725 3.929 0.279  0.308
6 H -1.909 3.503 -1.023  0.294
7 H -0.380 3.810 -1.483  0.355
8 H 0.372 1.796 0.298  0.495
9 H -2.309 1.002 -0.689  0.300
10 H 0.243 -0.351 0.195  0.469
11 H -1.343 -1.022 -0.325  0.509
12 H 2.899 0.671 0.031  0.521
13 H 2.856 1.123 1.554  0.522
14 O 2.347 1.040 0.738  -1.017
15 H -0.067 -3.829 0.029  0.504
16 H -1.122 -3.184 1.003  0.472
17 O -0.941 -3.439 0.093  -0.966
18 H 4.948 -1.390 1.161  0.485
19 H 3.972 -2.558 0.957  0.482
20 O 4.224 -1.700 0.609  -0.966
21 H -3.052 -2.341 0.009  0.518
22 H -3.762 -1.588 -1.152  0.526
23 O -2.992 -1.562 -0.568  -0.994

Forces on the atoms, in the same order (eV/Å):
0.53 0.82 0.71
-0.30 -0.46 -0.89
-0.43 -1.43 1.10
-1.51 1.01 0.57
0.12 0.65 -0.24
-0.77 -0.99 0.39
0.96 -0.31 0.38
0.52 1.05 -0.38
1.03 -0.13 -0.65
0.42 0.07 -0.46
0.00 -0.50 -0.65
0.27 0.01 0.61
0.17 -0.18 -0.27
-1.18 0.10 -0.55
0.11 -0.25 0.31
0.47 -0.63 0.27
-0.46 0.98 -0.28
0.14 -0.19 0.02
0.17 -0.17 0.09
-0.34 0.47 -0.11
-0.17 0.05 -0.45
0.13 -0.09 0.05
0.13 0.15 0.42

***

Entry 5:
The following is a quantum chemistry calculation of a 5-piece molecular cluster, H10O5 overall, from OMol25.

Values from the calculation:
- energy relative to the best compared isomer or geometry (same formula, charge and spin) (kcal per mole) = 13.9
- SMILES = O.O.O.O.O
- charge = 0
- F_max (eV Å⁻¹) = 0.73
- HOMO-LUMO gap (Eh) = 0.388
- E_LUMO (eV) = 0.1

Last column: natural (NBO) charge in e.
Atoms and positions in Å:
1 O -9.960 16.227 -15.613  -0.967
2 H -10.785 15.784 -15.860  0.485
3 H -9.262 15.645 -15.945  0.494
4 O -9.248 17.449 -12.781  -0.995
5 H -9.227 18.411 -12.982  0.508
6 H -9.439 16.982 -13.610  0.489
7 O -9.509 16.042 -10.263  -0.970
8 H -8.830 16.394 -9.678  0.460
9 H -9.297 16.413 -11.146  0.498
10 O -9.308 20.373 -14.102  -0.980
11 H -9.750 20.987 -13.503  0.467
12 H -9.944 20.191 -14.825  0.501
13 O -10.896 19.061 -15.975  -0.965
14 H -11.859 19.117 -15.930  0.476
15 H -10.672 18.127 -15.797  0.499

Forces on the atoms, in the same order (eV/Å):
-0.23 -0.22 -0.09
0.21 0.02 0.14
-0.06 0.23 0.05
0.00 0.39 -0.25
-0.02 -0.71 -0.14
0.05 0.37 0.18
0.23 0.12 -0.40
-0.06 -0.04 -0.09
-0.21 0.00 0.51
-0.25 0.00 0.05
0.07 -0.07 -0.16
0.27 -0.10 0.35
-0.23 -0.41 0.00
0.18 -0.04 -0.01
0.06 0.47 -0.12

***

Entry 6:
The following is a quantum chemistry calculation of a 2-piece molecular cluster, C4H9NO2 overall, from OMol25.

Values from the calculation:
- energy relative to the best compared isomer or geometry (same formula, charge and spin) (kcal per mole) = 107.0
- charge = 0
- F_max (eV Å⁻¹) = 0.38
- HOMO-LUMO gap (alpha / beta) (Eh) = 0.311 / 0.311
- E_LUMO (alpha / beta) (eV) = -0.1 / -0.1

Last column: natural (NBO) charge in e.
Atoms and positions in Å:
1 C 2.262 -0.613 -0.985  -0.407
2 N 1.053 -0.070 -0.414  -0.598
3 C 1.003 1.064 0.255  0.535
4 O -0.031 1.573 0.736  -0.621
5 C -1.920 0.615 0.917  0.104
6 C -2.056 -0.740 0.380  -0.167
7 O -1.433 -0.415 -0.805  -0.771
8 H 2.448 -1.623 -0.605  0.201
9 H 2.184 -0.665 -2.076  0.204
10 H 3.122 0.015 -0.727  0.196
11 H 1.962 1.591 0.399  0.129
12 H -1.573 0.855 1.914  0.197
13 H -2.440 1.399 0.381  0.206
14 H -1.535 -1.492 1.002  0.158
15 H -3.111 -1.063 0.284  0.174
16 H 0.067 -0.430 -0.655  0.459

Forces on the atoms, in the same order (eV/Å):
0.17 -0.03 -0.05
-0.10 0.32 0.17
0.11 -0.22 -0.11
-0.03 -0.15 -0.08
-0.09 0.09 0.23
-0.04 0.18 0.27
0.22 -0.17 -0.25
-0.02 0.14 -0.06
0.02 0.01 0.15
-0.12 -0.08 -0.03
-0.12 -0.06 -0.01
-0.06 -0.07 -0.10
0.10 -0.11 0.01
-0.05 0.09 -0.13
0.12 0.07 0.03
-0.13 -0.01 -0.04